# 1
{"formula": "C6H8N", "method": "ωB97M-V/def2-TZVPD", "e_above_lowest_kj_mol": 713.1, "e_homo_ha": [-0.513, -0.513], "total_charge": 1, "elements": ["C", "C", "C", "C", "C", "C", "N", "H", "H", "H", "H", "H", "H", "H", "H"], "xyz": [[1.08346, 1.24938, -0.38273], [1.95698, 0.25940, -0.24145], [-1.36398, 0.48861, 1.12994], [-1.20887, 1.06598, -0.28444], [-0.76351, -0.32876, 0.01786], [-0.13632, -1.50125, -0.30646], [0.02419, 1.75687, -0.67792], [2.21531, -0.34940, -1.09433], [2.67655, 0.27971, 0.52504], [-0.68506, 0.78219, 1.91840], [-2.32695, 0.34836, 1.46181], [-2.09820, 1.35213, -0.83002], [-0.01864, -2.16708, 0.53607], [0.91592, -1.11008, -0.39651], [-0.27089, -2.12607, -1.37525]]}

=====

# 2
{"formula": "C6H8N", "method": "ωB97M-V/def2-TZVPD", "e_above_lowest_kj_mol": 771.9, "e_homo_ha": [-0.434, -0.434], "total_charge": 1, "elements": ["C", "C", "C", "C", "C", "C", "N", "H", "H", "H", "H", "H", "H", "H", "H"], "xyz": [[-0.20151, 0.35194, -1.08753], [0.99725, -0.30948, -0.69143], [-1.37167, 0.78347, -0.72430], [2.51131, -1.48589, 1.20994], [1.66061, -0.47938, 1.80419], [-2.76036, 0.71758, -0.54356], [1.46937, -0.49511, 0.55440], [-0.25682, 0.71376, -2.11098], [1.62442, -0.78446, -1.47339], [3.53581, -1.20365, 1.12955], [2.36015, -2.54413, 1.10684], [1.10670, -0.31846, 2.76531], [-3.04457, -0.38914, -0.73571], [-3.26095, 1.43053, -1.29577], [-2.83021, 1.11113, 0.54163]]}

=====

# 3
{"formula": "C6H8N", "method": "ωB97M-V/def2-TZVPD", "e_above_lowest_kj_mol": 502.6, "e_homo_ha": -0.546, "total_charge": 1, "elements": ["C", "C", "C", "C", "C", "C", "N", "H", "H", "H", "H", "H", "H", "H", "H"], "xyz": [[-0.04432, -0.58489, -0.25572], [1.04558, 1.62884, -0.20163], [-1.02059, -2.45785, -0.96524], [-1.50422, -1.29740, -0.21797], [-0.19394, -1.93808, 0.22651], [1.07953, 2.59710, 0.98364], [0.49636, 0.50534, -0.25376], [1.43734, 1.90140, -1.24666], [-1.46485, -3.37308, -0.77073], [-0.81117, -2.32011, -2.01199], [-2.40272, -0.90056, 0.11525], [0.18595, -2.48526, 1.00171], [1.72567, 2.13231, 1.67060], [1.40250, 3.64839, 0.62128], [0.06887, 2.94384, 1.30471]]}

=====

# 4
{"formula": "C6H8N", "method": "ωB97M-V/def2-TZVPD", "e_above_lowest_kj_mol": 414.8, "e_homo_ha": -0.555, "total_charge": 1, "elements": ["C", "C", "C", "C", "C", "C", "N", "H", "H", "H", "H", "H", "H", "H", "H"], "xyz": [[-0.11397, 0.41507, 0.60378], [-0.01009, 0.39322, 1.85909], [-0.52593, 1.31640, -0.55043], [0.96716, -0.76137, -1.64165], [-0.45204, -1.27999, -1.55204], [-0.06475, -0.01728, -0.89739], [0.09120, 0.40375, 3.15079], [-1.58636, 1.53887, -0.58646], [0.11431, 2.17628, -0.70708], [1.73189, -1.28454, -1.08641], [1.31878, -0.32499, -2.56620], [-1.09805, -1.21942, -2.41625], [-0.64164, -2.14947, -0.93966], [-0.68696, 0.11242, 3.72944], [0.95645, 0.68103, 3.60046]]}

=====

# 5
{"formula": "C6H8N2", "method": "ωB97M-V/def2-TZVPD", "e_above_lowest_kj_mol": 473.9, "e_homo_ha": -0.333, "total_charge": 0, "elements": ["C", "C", "C", "C", "C", "C", "H", "H", "H", "H", "H", "H", "H", "H", "N", "N"], "xyz": [[0.63943, -0.21141, -1.58973], [0.46813, -0.71535, -0.29157], [1.11764, 0.25097, 0.72464], [0.11800, 1.44300, 0.65808], [-0.96549, -0.44402, 0.09427], [-0.55368, -1.79294, -0.53548], [1.38995, -0.17937, 1.74227], [2.14391, 0.45709, 0.20769], [0.48516, 2.27965, 0.08477], [-0.06950, 1.72539, 1.67863], [-1.84247, 1.30434, 0.04183], [-1.18211, -0.76509, 1.17406], [-0.81077, -2.54964, 0.30485], [-0.83916, -2.15133, -1.55179], [0.88503, 0.45137, -2.55476], [-0.98404, 0.89736, -0.18777]]}

=====

# 6
{"formula": "C6H8N2", "method": "ωB97M-V/def2-TZVPD", "e_above_lowest_kj_mol": 450.1, "e_homo_ha": -0.302, "total_charge": 0, "elements": ["C", "C", "C", "C", "C", "C", "N", "N", "H", "H", "H", "H", "H", "H", "H", "H"], "xyz": [[-2.79246, 0.09272, 0.20943], [-2.66058, -0.51728, 1.35449], [1.57248, 0.71697, 0.06110], [1.49503, -0.40072, -0.88808], [1.68732, 1.98943, -0.34057], [1.81823, -1.65697, -0.59283], [-2.85950, 0.05850, -1.02782], [-3.05041, -0.68222, 2.51389], [-3.47176, 0.73588, -1.48272], [-2.52585, -1.32968, 3.09906], [2.02456, 0.44534, 1.00911], [1.23834, -0.12836, -1.90434], [1.43224, 2.29949, -1.34110], [2.29358, -1.91384, 0.34054], [2.11950, 2.74901, 0.28924], [1.67930, -2.45826, -1.29939]]}

=====

# 7
{"formula": "C6H8N2NiO5", "method": "ωB97M-V/def2-TZVPD", "e_above_lowest_kj_mol": 0.0, "e_homo_ha": [-0.642, -0.640], "total_charge": 2, "s2": 2.01, "multiplicity": 3, "elements": ["Ni", "C", "O", "C", "O", "C", "O", "C", "O", "H", "H", "C", "N", "C", "N", "O", "H", "H", "H", "H", "H", "H"], "xyz": [[-1.31351, -0.02649, -0.93182], [-0.55849, -1.00502, -2.20004], [-0.00679, -1.66841, -2.96312], [-2.87043, 0.00060, -1.74600], [-3.85478, -0.04979, -2.34973], [-0.88141, 1.58846, -1.73141], [-0.48195, 2.48985, -2.33365], [-1.87949, -1.40994, 0.13141], [-2.11596, -2.39086, 0.69626], [-2.93620, 2.54710, 2.51034], [-3.57942, 2.52764, 2.13867], [2.49860, 1.20251, 1.31174], [2.30416, -0.19895, 1.06661], [1.20567, -0.64569, 0.44052], [1.16429, -1.98084, 0.18588], [0.25673, 0.16924, 0.14472], [1.63170, 1.78903, 0.96701], [3.40219, 1.55469, 0.80107], [2.63944, 1.37238, 2.38235], [3.04852, -0.86369, 1.31649], [0.38089, -2.40616, -0.29633], [1.94625, -2.59567, 0.45904]]}

=====

# 8
{"formula": "C6H8N2O", "method": "ωB97M-V/def2-TZVPD", "e_above_lowest_kj_mol": 290.6, "e_homo_ha": -0.313, "total_charge": 0, "elements": ["C", "C", "C", "C", "C", "C", "H", "H", "H", "H", "H", "H", "H", "H", "N", "N", "O"], "xyz": [[-0.51521, 0.70960, 3.09197], [-1.17907, 0.93291, 1.96670], [-0.82991, 0.28878, 0.64601], [0.02524, -0.92586, 0.76423], [0.74852, -1.55670, -0.19637], [0.53648, 0.79837, -2.51914], [-0.67724, 1.25740, 4.01394], [0.30417, -0.02380, 3.12467], [-1.98680, 1.63110, 1.85852], [-0.05521, -1.42078, 1.74988], [1.17754, -2.54856, 0.03842], [1.86352, -1.68707, -1.83089], [-0.33550, 0.34308, -3.03066], [0.73241, 1.84490, -2.76050], [1.02848, -1.17414, -1.49878], [1.31167, 0.21332, -1.70451], [-1.26502, 0.73087, -0.40760]]}

=====

Going through the records in order, we get DFT total energy values of -7828.2971; -7827.6884; -7830.4794; -7831.3891; -9326.7964; -9327.0426; -60592.2070; -11376.3347 eV.
Going through the records in order, we get M values of 94.14; 94.14; 94.14; 94.14; 108.14; 108.14; 246.83; 124.14 g/mol.
Going through the records in order, we get F_max values of 0.10105; 0.06032; 0.09923; 0.03423; 0.14588; 0.04318; 0.19835; 0.01884 Eh/bohr.